(1)
Entry from the Open Molecules 2025 dataset: 3 unconnected molecules or ions with the total composition CH6O4 (wB97M-V/def2-TZVPD).

Structure (XYZ):
```
11
Properties=species:S:1:pos:R:3:forces:R:3
O 1.9885 0.8628 1.0554 -0.09 0.06 0.50
O -0.4582 0.9629 -0.1513 0.38 2.15 1.77
O 0.9832 -0.9097 -0.7563 0.36 1.34 0.87
O -1.8168 -0.6931 0.4161 -0.13 -0.59 1.56
C -1.5727 0.4822 -0.0486 -0.02 -1.52 -3.82
H -2.2519 0.6440 -0.8968 -1.04 1.22 0.90
H 1.3888 1.5772 0.7113 -0.06 -0.11 -0.33
H -1.0236 -1.0599 0.8513 -0.22 -0.06 0.31
H 1.8901 0.0305 0.4851 -0.22 -0.48 -0.87
H 0.5682 -1.7336 -0.9973 -0.05 -0.47 -0.20
H 0.3044 -0.1633 -0.6690 1.08 -1.54 -0.70
```
Positions in Å, forces in eV/Å.

Calculated total energy   -9312.537 eV
Charge   +1
Spin multiplicity   2
HOMO level (alpha / beta)   -0.6143 / -0.6037 hartree
Gap between HOMO and LUMO (alpha / beta)   12.282 / 5.325 eV
Energy relative to the best compared isomer or geometry (same formula, charge and spin)   1.690 eV

(2)
Entry from the Open Molecules 2025 dataset: C4H5N3O in the gas phase (wB97M-V/def2-TZVPD).

Structure (XYZ):
```
13
Properties=species:S:1:pos:R:3:forces:R:3
O -2.1134 1.3797 -0.1683 1.98 -2.34 0.73
N 2.4996 -0.2072 -0.1947 -3.67 -2.32 0.69
N 0.3479 -1.2107 0.0424 2.27 -1.89 0.39
N -1.9535 -1.7092 -0.0702 0.89 0.95 0.16
C 0.3254 1.1816 0.1144 0.68 -0.74 0.75
C -0.9590 -0.8897 0.0194 -4.65 0.03 -0.22
C -1.1203 0.6807 0.0262 0.15 1.14 -1.00
C 1.2103 -0.1510 0.0031 1.55 2.45 -0.93
H 2.7817 0.7181 -0.2451 1.16 2.19 -0.05
H 0.7683 -2.1865 0.0641 -1.21 1.70 -0.17
H -2.8785 -1.2234 -0.1000 1.22 -0.16 0.08
H 0.5673 1.9822 -0.6038 -0.11 -0.61 0.02
H 0.5243 1.6353 1.1126 -0.25 -0.39 -0.46
```
Positions in Å, forces in eV/Å.

Calculated total energy   -10746.117 eV
Charge   0
Spin multiplicity   1
HOMO level   -0.3575 hartree
Gap between HOMO and LUMO   9.402 eV
Energy relative to the best compared isomer or geometry (same formula, charge and spin)   1.498 eV

(3)
Entry from the Open Molecules 2025 dataset: a molecular structure, C35H25F2N4ReSSe3Te (wB97M-V/def2-TZVPD).

Structure (XYZ):
```
72
Properties=species:S:1:pos:R:3:forces:R:3
Re 1.8037 0.1946 1.9126 -0.07 -0.02 0.04
Te 3.5059 -0.1900 5.5437 0.00 0.01 0.00
Se 1.1999 0.7358 5.7391 0.00 0.00 0.01
Se 0.2560 -0.2581 3.8058 -0.02 0.00 -0.01
Se 3.9477 0.7138 3.2382 0.03 -0.02 0.03
S 1.3346 2.7187 2.1448 0.18 0.13 -0.23
F 1.5288 -5.2693 2.0141 -0.01 -0.03 0.02
F 4.0162 -3.3725 -1.4348 0.01 0.00 -0.01
N -0.5119 3.2068 0.0409 0.08 0.03 -0.05
N 3.2280 0.4425 0.2768 -0.01 0.01 0.00
N -0.6108 4.4696 1.7929 -0.03 -0.03 0.01
N 1.1397 2.2443 -1.3142 -0.01 -0.07 0.01
C -2.0593 -1.2135 -0.1518 -0.01 0.05 -0.11
C -4.3967 1.5730 0.7823 0.01 -0.01 0.00
C -3.2392 -0.3491 -0.1597 0.01 -0.02 -0.01
C 2.2931 -1.7787 1.3843 0.03 -0.03 -0.01
C 2.7822 -4.3327 0.2804 0.00 -0.01 0.00
C 0.5654 0.6045 -2.9621 0.01 -0.03 -0.02
C 2.0336 -4.1601 1.4330 0.01 0.01 -0.01
C -5.2188 0.5732 -1.2314 0.00 0.01 0.00
C 3.2955 -3.1948 -0.2941 -0.01 0.00 0.00
C -3.3738 0.6427 0.8301 -0.01 0.02 0.02
C 3.0939 -1.9189 0.2264 0.01 0.02 0.01
C 4.7446 1.7537 -1.0159 0.00 0.00 0.00
C -3.0543 -4.5842 -1.5615 0.01 0.00 0.00
C -4.1959 -0.3620 -1.1883 0.00 -0.01 0.01
C 3.7644 1.6235 -0.0555 0.01 -0.01 0.02
C 0.1422 -0.2519 0.8895 -0.04 0.06 -0.08
C -2.0069 -2.5391 -0.7670 -0.01 0.01 -0.01
C 3.6720 -0.6875 -0.3194 0.01 -0.01 -0.02
C -3.1503 -3.3177 -1.0065 0.01 0.00 0.01
C 1.7772 -2.9293 1.9867 0.00 0.01 0.01
C -1.5515 4.1080 -0.1492 -0.01 -0.04 0.00
C -0.6718 -4.3748 -1.6392 0.01 0.00 0.00
C -0.7619 -3.1091 -1.0899 0.00 0.00 0.01
C -1.6083 4.8915 0.9381 0.00 0.02 0.01
C 0.0733 3.4249 1.2538 -0.16 -0.03 0.19
C -0.9086 -0.6988 0.3988 0.01 -0.10 0.17
C -0.3637 4.9902 3.1243 0.00 -0.01 0.00
C -1.1450 1.5909 -1.6339 -0.03 0.03 -0.02
C 4.6538 -0.6151 -1.3119 -0.01 0.00 0.00
C -5.3300 1.5510 -0.2502 0.00 0.00 0.00
C -0.7784 0.7225 -2.6414 0.01 -0.02 -0.02
C -1.8171 -5.1232 -1.8895 0.00 0.00 0.00
C 5.1901 0.6084 -1.6597 0.00 0.00 0.00
C -0.1364 2.2944 -0.9967 0.05 0.02 0.03
C 1.4795 1.3856 -2.2769 -0.02 0.02 0.03
H 5.9611 0.6645 -2.4183 0.00 0.00 0.00
H 2.9542 -5.3081 -0.1502 0.00 0.01 0.00
H 2.5372 1.3249 -2.5053 0.02 0.01 -0.01
H 5.1434 2.7322 -1.2436 0.00 0.00 0.00
H -5.9301 0.5445 -2.0490 0.00 0.00 0.00
H 5.0040 -1.5184 -1.7811 0.00 0.01 0.00
H 3.3729 2.4788 0.4761 0.00 0.00 -0.01
H -1.7448 -6.1156 -2.3167 0.00 0.00 0.00
H 0.3061 -4.7834 -1.8668 -0.01 0.00 0.00
H 0.9044 -0.0866 -3.7222 0.00 0.01 0.01
H -2.1696 1.6721 -1.2999 -0.01 0.00 -0.01
H -2.6432 0.6705 1.6313 -0.01 0.00 0.00
H -0.4960 4.2003 3.8623 0.01 -0.01 0.00
H -6.1311 2.2789 -0.2860 0.00 0.00 0.00
H -1.5277 0.1155 -3.1332 -0.01 0.00 0.00
H -2.2645 5.7065 1.1840 0.01 0.00 0.00
H -4.4701 2.3223 1.5624 0.00 0.00 0.00
H -1.0660 5.8011 3.3045 -0.01 -0.01 0.00
H 1.1596 -2.8585 2.8721 0.00 0.00 0.00
H -4.1099 -1.0891 -1.9854 0.00 0.00 0.00
H -4.1227 -2.9401 -0.7188 0.00 0.00 0.00
H 0.1376 -2.5400 -0.8810 0.00 -0.01 -0.01
H -2.1370 4.1002 -1.0498 0.00 0.00 0.02
H 0.6580 5.3566 3.2017 0.00 0.01 0.00
H -3.9566 -5.1630 -1.7227 0.00 0.00 0.00
```
Positions in Å, forces in eV/Å.

Calculated total energy   -264396.754 eV
Charge   -1
Spin multiplicity   4
HOMO level (alpha / beta)   -0.1169 / -0.1388 hartree
Gap between HOMO and LUMO (alpha / beta)   5.451 / 5.619 eV
Energy relative to the best compared isomer or geometry (same formula, charge and spin)   0.000 eV